1.
Molecular formula: C2HN3O2
Method: DFT, wB97M-V/def2-TZVPD

```
! RIJCOSX wB97M-V def2-TZVPD def2/J DEFGRID3
* xyz 0 1
C -0.177 -0.478 2.124
C 2.777 -1.322 0.413
N -0.157 -0.665 0.971
N -0.262 -1.010 -0.310
N -0.548 -2.240 -0.384
O 3.017 -1.384 1.544
O 2.496 -1.313 -0.699
H -0.617 -2.328 -1.370
*
```

***

2.
Molecular formula: C3H2N2O2S
Method: DFT, wB97M-V/def2-TZVPD

Summary:
**SMILES**: O=c1nc(S)cno1

```
! RIJCOSX wB97M-V def2-TZVPD def2/J DEFGRID3
* xyz 0 1
C 0.249 -0.696 -0.214
C -1.253 -0.501 -0.392
C 0.365 1.479 0.587
H 2.329 -1.777 -0.161
H -1.748 -1.356 -0.975
N -1.850 0.516 0.080
N 1.086 0.239 0.433
O -1.075 1.512 0.673
O 0.899 2.534 0.866
S 0.999 -1.951 -0.898
*
```

***

3.
Molecular formula: C27H54AsF6O27
Method: DFT, wB97M-V/def2-TZVPD

```
! RIJCOSX wB97M-V def2-TZVPD def2/J DEFGRID3
* xyz -1 1
As 0.804 0.765 -0.194
F -0.517 -0.473 -0.291
F -0.035 1.745 -1.389
F 2.135 1.924 -0.167
F 1.643 -0.224 1.059
F 1.693 -0.098 -1.494
F -0.095 1.575 1.114
C 1.537 1.794 3.666
O 2.349 2.714 4.353
C 2.085 2.989 5.555
O 1.431 2.311 6.297
O 2.827 4.040 5.954
C 3.014 4.354 7.286
H 2.031 1.821 2.695
H 0.479 2.044 3.585
H 1.736 0.775 3.999
H 3.752 3.762 7.827
H 2.178 4.422 7.981
H 3.405 5.359 7.445
C -3.705 1.521 -0.797
O -4.671 1.435 0.262
C -5.193 2.547 0.802
O -4.940 3.723 0.482
O -5.950 2.186 1.882
C -6.460 3.098 2.930
H -3.443 0.593 -1.307
H -2.809 1.940 -0.339
H -4.092 2.207 -1.551
H -7.004 2.503 3.662
H -7.174 3.852 2.598
H -5.587 3.554 3.398
C -2.282 5.273 6.080
O -1.699 5.359 4.791
C -2.223 4.716 3.755
O -3.274 4.077 3.642
O -1.358 4.959 2.726
C -1.564 4.304 1.435
H -3.346 5.050 6.166
H -1.998 6.112 6.715
H -1.698 4.490 6.563
H -2.165 4.867 0.721
H -2.031 3.319 1.450
H -0.623 4.226 0.891
C -0.317 -2.155 3.161
O -1.635 -1.562 2.969
C -2.042 -0.574 3.865
O -1.395 -0.140 4.834
O -3.277 -0.230 3.352
C -4.057 0.702 4.143
H -0.199 -2.879 2.354
H -0.217 -2.466 4.201
H 0.323 -1.308 2.914
H -4.337 0.255 5.096
H -4.944 1.003 3.585
H -3.559 1.650 4.345
C 0.173 -3.592 -0.346
O 1.273 -3.862 -1.205
C 2.612 -3.715 -0.901
O 3.498 -3.730 -1.773
O 2.796 -3.628 0.386
C 4.060 -3.271 0.877
H 0.068 -4.329 0.450
H -0.787 -3.681 -0.854
H 0.311 -2.591 0.063
H 4.170 -3.391 1.955
H 4.231 -2.215 0.667
H 4.835 -3.825 0.347
C -4.615 -6.247 -2.755
O -4.679 -5.342 -1.667
C -3.973 -4.150 -1.698
O -3.161 -3.822 -2.565
O -4.178 -3.553 -0.590
C -3.395 -2.352 -0.192
H -4.660 -7.268 -2.374
H -3.713 -6.325 -3.363
H -5.452 -6.057 -3.426
H -3.123 -1.802 -1.093
H -2.428 -2.558 0.266
H -3.990 -1.769 0.512
C -1.274 -0.099 -3.330
O -2.112 -0.941 -4.225
C -2.803 -0.571 -5.338
O -3.346 -1.323 -6.087
O -2.880 0.816 -5.455
C -3.611 1.447 -6.545
H -1.968 0.573 -2.825
H -0.423 0.363 -3.831
H -0.855 -0.720 -2.538
H -3.556 2.536 -6.562
H -4.665 1.231 -6.374
H -3.257 1.096 -7.514
C 2.140 -1.168 -4.690
O 3.292 -0.650 -5.417
C 4.357 -1.329 -5.520
O 4.663 -2.350 -4.915
O 5.007 -0.722 -6.371
C 6.285 -1.180 -6.775
H 1.360 -0.479 -4.367
H 2.359 -1.860 -3.877
H 1.671 -1.910 -5.336
H 6.789 -0.387 -7.328
H 6.206 -2.034 -7.447
H 6.890 -1.513 -5.931
C 4.668 0.109 -2.103
O 5.795 -0.294 -1.306
C 6.459 -1.396 -1.669
O 6.170 -2.246 -2.471
O 7.594 -1.437 -1.032
C 8.447 -2.556 -0.888
H 3.954 -0.702 -2.246
H 5.038 0.400 -3.087
H 4.260 1.099 -1.901
H 7.820 -3.402 -0.608
H 9.140 -2.335 -0.076
H 9.001 -2.798 -1.795
*
```

***

4.
Molecular formula: C4H7FINO
Method: DFT, wB97M-V/def2-TZVPD

Summary:
**SMILES**: C=N/C=C(/F)CO.I

```
! RIJCOSX wB97M-V def2-TZVPD def2/J DEFGRID3
* xyz 0 1
C -0.215 2.060 0.789
C -0.927 0.310 2.100
C 0.133 1.520 -0.366
C 0.970 0.236 -0.578
N -0.164 1.313 1.998
O 1.583 -0.381 0.545
F -0.019 2.179 -1.556
I 0.151 -3.704 -0.160
H 1.552 -3.070 0.291
H -0.402 3.182 0.882
H -0.732 -0.406 2.941
H -1.868 0.095 1.552
H 1.559 0.421 -1.509
H 0.177 -0.489 -0.872
H 1.343 0.206 1.212
*
```

***

5.
Molecular formula: C24H22GdN5O2
Method: DFT, wB97M-V/def2-TZVPD

Summary:
**Expectation value of S²**: 16.01

```
! RIJCOSX wB97M-V def2-TZVPD def2/J DEFGRID3
* xyz 2 8
Gd -0.132 0.455 -0.996
N -1.260 -1.432 -2.415
C -1.252 -2.725 -1.750
C -2.095 -3.734 -2.107
C -2.051 -4.984 -1.450
C -1.144 -5.201 -0.458
C -0.258 -4.168 -0.063
C 0.696 -4.336 0.967
C 1.501 -3.297 1.327
C 1.344 -2.072 0.660
N 0.483 -1.873 -0.316
C -0.322 -2.915 -0.699
H -0.774 -1.520 -3.304
H -2.208 -1.165 -2.660
H -2.800 -3.582 -2.918
H -2.736 -5.767 -1.750
H -1.088 -6.159 0.043
H 0.775 -5.297 1.464
H 2.240 -3.392 2.110
H 1.951 -1.221 0.950
N 1.379 1.234 -3.044
C 0.475 1.777 -4.116
C -0.454 2.873 -3.567
C -0.939 2.328 -2.259
O -0.305 2.637 -1.203
O -1.729 1.335 -2.252
H 1.930 2.009 -2.686
H 2.050 0.605 -3.473
H -0.120 0.952 -4.494
H 1.051 2.181 -4.945
H -1.275 3.038 -4.261
H 0.080 3.804 -3.399
C 3.294 3.000 1.009
C 2.674 1.994 0.269
N 1.524 1.443 0.614
C 0.909 1.877 1.741
C 1.462 2.863 2.557
C 2.681 3.437 2.152
C 0.826 3.221 3.797
C -0.282 2.584 4.207
C -0.885 1.568 3.387
C -2.039 0.869 3.787
C -2.586 -0.079 2.966
C -2.003 -0.287 1.716
N -0.922 0.360 1.315
C -0.336 1.259 2.144
H 4.240 3.408 0.681
H 3.145 1.617 -0.632
H 3.132 4.212 2.761
H 1.281 3.991 4.409
H -0.744 2.829 5.156
H -2.486 1.088 4.751
H -3.465 -0.641 3.250
H -2.434 -1.002 1.025
*
```

***

6.
Molecular formula: C3H7NOS
Method: DFT, wB97M-V/def2-TZVPD

Summary:
**SMILES**: [O-]CNCC[S-]

```
! RIJCOSX wB97M-V def2-TZVPD def2/J DEFGRID3
* xyz -2 1
C -0.894 0.049 -0.502
C 0.064 0.831 -1.548
S -0.668 2.067 -2.566
N -0.139 -0.981 0.376
C 0.552 -0.657 1.837
O 1.671 0.010 2.125
H -1.705 -0.252 -1.181
H -1.216 0.997 0.156
H 0.861 1.248 -0.898
H 0.567 0.065 -2.072
H 0.650 -1.243 -0.128
H -0.387 -0.337 2.297
H 0.643 -1.797 2.105
*
```

***

Number 1: calculated total energy -10652.2145 eV, strongest force on any atom 2.46 eV/Å. Number 2: calculated total energy -21050.3049 eV, strongest force on any atom 6.54 eV/Å. Number 3: calculated total energy -161302.5212 eV, strongest force on any atom 7.58 eV/Å. Number 4: calculated total energy -18614.5355 eV, strongest force on any atom 3.15 eV/Å. Number 5: calculated total energy -57616.3367 eV, strongest force on any atom 2.88 eV/Å. Number 6: calculated total energy -17593.6175 eV, strongest force on any atom 4.10 eV/Å.